2 unconnected molecules or ions with the total composition C3H8BrN2 in a non-equilibrium geometry, computed with ωB97M-V/def2-TZVPD.

Geometry as XYZ:
```
14
Properties=species:S:1:pos:R:3:forces:R:3:nbo_charge:R:1
C 0.511 0.099 0.050 -2.8 -6.6 0.0 0.322
C 0.409 -2.306 0.033 0.2 -0.6 -0.3 -0.449
C 1.793 2.275 -0.155 -0.8 0.7 0.0 -0.452
N -0.168 -0.969 0.096 0.1 -0.1 -0.1 -0.249
N 1.104 1.096 0.089 3.8 6.8 -0.1 -0.103
Br -4.399 0.150 -0.026 0.8 -0.4 -0.3 -0.227
H -0.144 -2.898 -0.695 -0.2 -0.1 0.0 0.252
H 1.453 -2.252 -0.267 -0.1 0.2 0.1 0.244
H 0.344 -2.787 1.010 -0.2 0.0 0.1 0.263
H 2.424 2.514 0.701 0.2 -0.1 0.0 0.282
H 1.063 3.075 -0.296 0.2 0.3 0.0 0.231
H 2.394 2.183 -1.062 0.3 -0.2 0.0 0.264
H -1.180 -0.905 0.165 -0.9 -0.4 0.2 0.396
H -5.603 0.725 0.356 -0.7 0.4 0.3 0.228
```
Forces are in eV/Å.

⟨S²⟩	2.02
charge	+1
lowest unoccupied orbital energy (spin up / spin down)	-3.204 / -8.658	eV
spin multiplicity	3
Kohn-Sham gap (spin up / spin down)	0.256 / 0.192	Ha


2 unconnected molecules or ions with the total composition C3H8BrNO in a non-equilibrium geometry, computed with ωB97M-V/def2-TZVPD.

Geometry as XYZ:
```
14
Properties=species:S:1:pos:R:3:forces:R:3:nbo_charge:R:1
Br -0.143 -3.285 1.054 0.2 0.9 -0.5 -0.885
C -1.633 0.618 0.298 0.3 0.4 0.4 -0.739
C -0.658 0.436 -0.809 -2.1 1.5 -4.9 0.711
O -0.916 0.997 -1.911 2.4 -2.6 4.0 -0.488
N 0.581 -0.445 -0.627 -0.2 3.9 0.5 -0.623
H 0.348 -1.330 -0.200 -0.7 -2.1 1.1 0.479
H 1.041 -0.596 -1.513 -0.1 0.0 -0.5 0.440
C 1.594 0.280 0.340 -0.6 -1.7 -0.4 -0.414
H -2.457 1.222 -0.082 0.1 -0.2 -0.3 0.265
H -1.122 1.282 0.995 -0.1 -0.3 0.7 0.241
H -2.035 -0.281 0.765 0.6 -0.1 0.1 0.291
H 2.243 0.939 -0.237 -0.2 -0.1 0.1 0.229
H 2.080 -0.600 0.761 0.6 0.4 0.1 0.259
H 1.076 0.764 1.167 -0.2 0.1 -0.4 0.234
```
Forces are in eV/Å.

charge	0
lowest unoccupied orbital energy	-0.589	eV
spin multiplicity	1
Kohn-Sham gap	0.268	Ha


C3H8BrPS in the gas phase in a non-equilibrium geometry, computed with ωB97M-V/def2-TZVPD.

Geometry as XYZ:
```
14
Properties=species:S:1:pos:R:3:forces:R:3:nbo_charge:R:1
C -1.278 -0.636 -0.042 0.4 1.3 0.0 -0.614
C 0.237 -0.256 -0.175 0.0 0.2 0.6 -0.412
C 0.569 1.300 -0.230 -2.8 -0.6 -1.6 -0.581
P 3.220 -0.250 0.185 -0.6 1.6 1.4 0.269
S 2.307 1.637 0.011 0.0 0.0 1.0 0.082
Br 4.068 -0.695 -2.057 0.6 -0.8 -1.9 -0.280
H -1.798 -0.092 0.811 0.9 -0.9 -0.7 0.210
H -1.860 -0.341 -0.932 0.3 -0.4 0.2 0.209
H -1.255 -1.719 0.101 -0.6 0.2 0.0 0.221
H 0.680 -0.585 -1.145 -0.5 -0.5 0.8 0.218
H 0.729 -0.846 0.697 -0.3 1.4 -1.4 0.217
H 0.353 1.594 -1.319 0.3 -0.4 1.3 0.228
H -0.256 1.919 0.299 2.0 -0.8 0.0 0.239
H 4.320 0.311 0.841 0.3 -0.3 0.2 -0.008
```
Forces are in eV/Å.

⟨S²⟩	2.01
charge	0
lowest unoccupied orbital energy (spin up / spin down)	0.614 / -3.421	eV
spin multiplicity	3
Kohn-Sham gap (spin up / spin down)	0.247 / 0.214	Ha


C3H8Cl2N2 in the gas phase in a non-equilibrium geometry, computed with ωB97M-V/def2-TZVPD.

Geometry as XYZ:
```
15
Properties=species:S:1:pos:R:3:forces:R:3:nbo_charge:R:1
C -0.053 1.054 -1.242 0.6 3.0 -1.8 -0.408
N 0.245 0.102 -0.261 -0.2 -0.4 1.4 -0.466
C 1.543 -0.244 0.002 2.0 2.1 -0.4 -0.132
Cl 2.493 0.673 1.331 0.1 0.2 0.3 -0.188
C -0.746 0.147 0.784 2.5 1.2 1.0 0.186
N -0.826 -0.875 1.717 -0.1 -1.5 0.4 -0.849
Cl -0.454 1.619 1.827 -0.6 0.7 0.0 -0.123
H -1.077 0.860 -1.483 -0.6 0.2 -0.8 0.197
H 0.010 2.225 -1.043 0.1 -2.3 0.4 0.197
H 0.588 0.902 -2.124 -0.4 -0.1 0.2 0.209
H 2.242 0.005 -0.798 -0.7 -0.3 -0.4 0.223
H 1.724 -1.201 0.317 -0.1 -2.4 0.7 0.200
H -1.593 0.354 0.224 -2.3 0.1 -0.3 0.182
H -0.844 -1.751 1.222 0.1 -0.5 0.4 0.370
H -0.183 -0.852 2.520 -0.3 0.1 -1.0 0.402
```
Forces are in eV/Å.

charge	0
SMILES string	CN(CCl)[C@@H](N)Cl
lowest unoccupied orbital energy	0.792	eV
spin multiplicity	1
Kohn-Sham gap	0.379	Ha


A gas-phase ion, C3H8ClN2 (charge +1) in a non-equilibrium geometry, computed with ωB97M-V/def2-TZVPD.

Geometry as XYZ:
```
14
Properties=species:S:1:pos:R:3:forces:R:3:nbo_charge:R:1
H 1.129 1.004 -1.797 -0.6 0.7 -0.9 0.370
N 1.190 0.012 -1.594 0.6 -0.2 0.9 -0.095
N 0.390 -0.259 -0.711 -0.9 1.5 -1.1 0.038
C 0.597 -1.502 -0.016 2.1 -2.3 -4.5 -0.456
C -0.753 0.672 -0.269 -4.8 -1.0 -0.8 -0.088
C -0.603 0.748 1.266 2.5 4.8 -2.5 -0.635
Cl -0.902 2.280 -1.158 1.0 -1.8 0.9 0.045
H 1.047 -1.369 0.869 1.3 1.0 3.5 0.253
H 1.425 -2.059 -0.632 -1.7 1.0 0.9 0.278
H -0.225 -2.129 0.052 -1.9 -0.8 0.1 0.254
H -1.910 0.123 -0.643 3.9 1.2 1.1 0.301
H -1.019 1.701 1.730 0.2 -1.5 -0.8 0.287
H 0.521 0.899 1.199 -1.0 -0.1 1.6 0.210
H -0.885 -0.122 1.703 -0.8 -2.4 1.5 0.237
```
Forces are in eV/Å.

charge	+1
SMILES string	[H]/N=[N+](/C)[C@@H](C)Cl
lowest unoccupied orbital energy	-6.088	eV
spin multiplicity	1
Kohn-Sham gap	0.358	Ha


C3H8ClN3O2 in the gas phase in a non-equilibrium geometry, computed with ωB97M-V/def2-TZVPD.

Geometry as XYZ:
```
17
Properties=species:S:1:pos:R:3:forces:R:3:nbo_charge:R:1
N -1.350 0.912 -1.414 0.9 4.4 0.6 -0.804
C 0.128 0.819 -1.246 -2.8 0.2 2.0 -0.227
C 0.524 0.312 0.145 -0.8 -1.2 0.1 -0.160
C -0.028 -1.033 0.614 -2.9 0.8 0.5 -0.020
N -0.904 -0.885 1.758 -0.9 -0.5 0.0 -0.822
Cl -0.875 -1.950 -0.731 0.6 -0.5 0.1 -0.117
N 2.022 0.146 0.208 -0.7 2.2 -0.2 0.542
O 2.606 1.203 0.401 0.5 -0.9 0.0 -0.373
O 2.486 -0.935 -0.038 0.7 -0.1 0.0 -0.357
H -1.718 0.141 -0.962 -1.6 -1.5 0.9 0.353
H -1.688 1.855 -0.946 0.7 -2.8 -1.1 0.350
H 0.455 1.799 -1.326 1.2 1.7 -0.4 0.211
H 0.440 0.217 -2.004 1.4 -1.7 -2.0 0.210
H 0.145 1.024 0.872 0.8 0.3 0.2 0.242
H 0.736 -1.578 1.019 1.9 -1.9 0.0 0.227
H -1.668 -0.245 1.544 0.0 -0.3 0.2 0.358
H -1.312 -1.802 2.106 0.8 1.6 -0.8 0.388
```
Forces are in eV/Å.

charge	0
SMILES string	NC[C@@H]([C@@H](N)Cl)[N+](=O)[O-]
lowest unoccupied orbital energy	0.079	eV
spin multiplicity	1
Kohn-Sham gap	0.375	Ha


C3H8ClNO in the gas phase in a non-equilibrium geometry, computed with ωB97M-V/def2-TZVPD.

Geometry as XYZ:
```
14
Properties=species:S:1:pos:R:3:forces:R:3:nbo_charge:R:1
N -0.774 -1.769 -0.429 0.7 -0.4 0.8 -0.841
C -1.087 -0.445 0.092 -2.6 1.3 -1.6 -0.279
C -0.170 0.694 -0.305 1.2 1.4 0.6 -0.127
Cl -0.810 2.375 0.325 0.2 -1.4 -0.5 -0.161
C 1.180 0.452 0.289 -1.4 -2.3 2.3 -0.083
O 2.258 1.078 -0.230 1.7 -0.3 -1.2 -0.713
H -1.588 -2.352 -0.643 0.2 0.7 0.1 0.378
H -0.226 -2.310 0.248 -0.2 0.3 -0.4 0.360
H -1.414 -0.300 1.113 0.4 -0.5 0.7 0.194
H -1.962 -0.083 -0.462 -0.5 -0.6 0.2 0.211
H -0.065 0.841 -1.386 -0.2 -0.2 0.3 0.226
H 1.144 0.462 1.460 -0.1 0.2 -1.8 0.159
H 1.183 -0.656 0.029 1.2 1.1 0.2 0.190
H 2.331 2.014 -0.099 -0.5 0.7 0.4 0.485
```
Forces are in eV/Å.

charge	0
SMILES string	NC[C@@H](Cl)CO
lowest unoccupied orbital energy	0.913	eV
spin multiplicity	1
Kohn-Sham gap	0.402	Ha


A molecular structure, C3H8ClNO in a non-equilibrium geometry, computed with ωB97M-V/def2-TZVPD.

Geometry as XYZ:
```
14
Properties=species:S:1:pos:R:3:forces:R:3:nbo_charge:R:1
C -0.953 0.345 -0.775 0.0 0.3 0.3 -0.680
C -0.446 0.771 0.579 3.1 -2.5 0.2 0.184
C 1.252 -0.249 0.818 -3.2 2.5 -0.2 -0.056
N 1.108 -1.595 0.532 0.1 -0.5 0.0 -0.835
O -0.147 2.088 0.742 0.0 0.5 -0.1 -0.696
Cl 2.395 0.674 -0.272 0.2 0.0 0.0 -0.177
H -1.108 -0.729 -0.792 -0.1 -0.1 0.0 0.219
H -0.238 0.620 -1.549 0.1 0.0 -0.1 0.215
H -1.903 0.831 -0.990 -0.1 0.0 -0.1 0.224
H -1.040 0.421 1.418 0.0 0.0 0.0 0.181
H 1.563 -0.049 1.839 0.1 -0.1 -0.1 0.197
H 1.909 -2.149 0.819 -0.1 0.0 -0.1 0.372
H 0.898 -1.771 -0.442 0.0 0.0 0.1 0.371
H 0.416 2.375 0.006 0.0 -0.1 0.2 0.480
```
Forces are in eV/Å.

charge	0
lowest unoccupied orbital energy	0.924	eV
spin multiplicity	1
Kohn-Sham gap	0.356	Ha


Record-wise E_tot values, in Ha: -2802.1480; -2823.0797; -3432.5246; -1148.9699; -688.4220; -893.9256; -709.2584; -709.2562
Record-wise relative energy (zero: lowest compared OMol25 entry of this formula, charge and spin) values, in eV: 1.449; 0.599; 1.590; 0.991; 3.821; 0.000; 1.454; 1.515